The following is a DFT calculation (ωB97M-V/def2-TZVPD) of a molecular structure, C14H24F18O22S10Zn3 at a distorted geometry.

Last column: Mulliken charge in e.
Atoms and positions in Å:
Zn -0.62936 2.84007 2.58062  1.257
Zn -3.74197 -0.60504 0.54866  1.353
Zn -1.62882 2.85901 -2.27455  0.802
C -4.41223 -0.57216 -4.02109  0.467
F -5.50464 -1.19821 -3.54265  -0.207
F -3.40458 -1.43302 -4.05437  -0.132
F -4.69359 0.05903 -5.12597  -0.151
S -4.13485 0.80054 -2.65348  0.936
O -2.95872 1.56035 -3.05829  -0.646
O -5.32814 1.63721 -2.62894  -0.711
O -3.92706 0.14370 -1.34377  -0.752
C 0.85065 -0.50693 -0.24544  -0.429
F 0.99029 -1.46833 0.64806  0.116
F 1.88837 0.25070 -0.23231  -0.116
F 0.79576 -1.10127 -1.42296  -0.077
S -0.68460 0.63375 0.02638  0.148
O -0.45455 1.41613 1.22342  0.594
O -0.86430 1.41979 -1.14657  0.232
O -1.83157 -0.23138 0.18226  0.879
C -1.25281 -1.24958 4.31118  0.562
F -0.54836 -1.68460 3.26493  -0.198
F -1.92594 -2.27623 4.87148  -0.208
F -0.45014 -0.71096 5.24167  -0.207
S -2.55712 0.08340 3.63330  0.654
O -3.09968 -0.52637 2.40810  -0.465
O -3.56013 0.24217 4.73656  -0.625
O -1.73141 1.31261 3.40120  -0.519
C -4.94242 4.10705 0.84866  0.391
F -5.13051 4.35239 2.14126  -0.194
F -6.05079 3.51682 0.39355  -0.165
F -4.72930 5.26585 0.23998  -0.146
S -3.41592 2.85330 0.66796  0.877
O -2.38892 3.19500 1.66912  -0.628
O -3.82471 1.46831 0.79027  -0.620
O -2.94429 3.02834 -0.72574  -0.683
C 0.63430 0.00027 -4.65083  0.553
F 1.79298 0.06040 -3.97093  -0.181
F 0.87700 -0.70472 -5.80262  -0.232
F -0.21029 -0.67999 -3.86595  -0.221
S -0.15736 1.75577 -4.97847  1.183
O 0.89108 2.50907 -5.73757  -0.678
O -1.32773 1.48896 -5.80321  -0.692
O -0.42101 2.35779 -3.70752  -0.323
C -0.59539 6.27415 -0.08029  0.458
F -0.49594 6.76849 1.13212  -0.212
F -1.85259 6.02569 -0.43800  -0.183
F -0.09812 7.14359 -0.99955  -0.200
S 0.34866 4.69276 -0.17971  0.765
O -0.39959 3.98197 -1.23840  -0.532
O 1.74582 5.02717 -0.51695  -0.643
O 0.21414 4.04695 1.16454  -0.486
C 3.53653 2.62430 4.20289  -1.133
S 2.61179 1.86457 2.80351  0.547
O 1.19787 2.36529 3.00246  -0.458
C 3.19720 3.04455 1.51533  -0.848
H 4.60324 2.40547 4.15450  0.393
H 3.05053 2.31225 5.12729  0.364
H 3.37766 3.70256 4.18808  0.364
H 2.89066 2.62064 0.55907  0.132
H 4.28701 3.05377 1.53352  0.570
H 2.70641 4.01390 1.60240  0.258
C 6.63846 -1.47117 -2.03086  -0.991
S 4.86902 -1.75083 -2.62142  0.644
O 4.70861 -2.90926 -3.57863  -0.635
C 4.13294 -2.27424 -1.00266  -0.796
H 7.28366 -0.99793 -2.77104  0.335
H 7.02943 -2.41183 -1.64304  0.325
H 6.59255 -0.76258 -1.20389  0.289
H 3.07891 -2.46281 -1.20651  0.045
H 4.20732 -1.42053 -0.32905  0.255
H 4.67281 -3.13191 -0.60134  0.532
C 1.87873 -3.68866 2.35644  -0.517
S 2.24403 -5.06341 3.43739  0.495
O 1.55040 -6.29225 2.83481  -0.640
C 3.99329 -5.21317 3.00962  -0.977
H 0.80431 -3.52164 2.43279  -0.080
H 2.20301 -3.88011 1.33356  0.290
H 2.43155 -2.81146 2.69261  0.395
H 4.18094 -5.59481 2.00601  0.310
H 4.47146 -5.90765 3.70038  0.354
H 4.63046 -4.33685 3.12873  0.340
C -3.41502 -4.44032 -2.16645  -1.083
S -2.26720 -3.20044 -1.26421  0.733
O -3.15656 -2.26153 -0.40912  -0.629
C -1.59381 -4.39761 -0.03602  -1.045
H -4.21442 -4.80805 -1.52314  0.371
H -2.82880 -5.27375 -2.55354  0.429
H -3.85706 -3.83346 -2.95666  0.288
H -0.98524 -5.16994 -0.50638  0.460
H -2.41824 -5.01539 0.32002  0.460
H -1.04409 -3.93376 0.78297  0.090

Output
E_HOMO = -9.02 eV
ΔE to the lowest compared entry with this formula, charge and spin = 472.9 kJ/mol

---

The following is a DFT calculation (ωB97M-V/def2-TZVPD) of a molecular structure, C24H46Cl2IrN3O5Si at a distorted geometry.

Last column: Löwdin spin population.
Atoms and positions in Å:
C 0.93296 -1.07714 -3.83195  0.000
C 1.05833 0.32159 -3.31225  0.004
H -0.06954 -1.20185 -4.26749  0.000
H 1.03303 -1.80480 -3.01771  0.000
H 1.67819 -1.30378 -4.61052  0.000
C 0.87410 1.40212 -4.08743  0.008
C 0.48598 1.33905 -5.52073  0.002
H 1.03186 2.39821 -3.67598  0.000
H -0.08081 0.43197 -5.77036  0.000
H 1.36198 1.37795 -6.17620  0.000
H -0.13244 2.20294 -5.77894  0.000
Ir -0.02095 -0.20088 0.90458  2.726
Cl -0.75354 -2.40287 0.83705  0.160
C 1.53290 2.33722 1.73545  0.008
O 0.41325 1.74142 1.66724  0.086
N 1.65407 3.48110 2.38562  0.000
C 0.47416 4.16525 2.92516  0.001
C 2.89144 4.26929 2.42850  0.002
H 2.43844 1.94338 1.24006  0.000
H -0.27438 3.42835 3.21958  0.000
H 0.05734 4.85054 2.17645  0.000
H 0.81363 4.73414 3.79583  0.000
H 3.74713 3.63555 2.17951  0.000
H 3.00052 4.67634 3.44243  0.000
H 2.84901 5.10505 1.71303  0.000
H -1.10279 -1.27745 6.00845  0.001
H -0.11967 -3.85069 5.47431  0.001
C -1.68713 -1.47943 5.10376  0.004
C -0.79740 -3.74651 4.60735  0.003
N -0.93688 -2.34043 4.21463  0.024
H -1.89555 -0.53841 4.58727  0.001
C -0.11990 -1.78391 3.32714  0.039
O -0.26716 -0.56316 2.94907  0.076
H -0.40778 -4.33412 3.76550  0.000
H 0.68412 -2.43490 2.94125  0.001
H -2.60377 -1.99358 5.38390  0.000
H -1.78595 -4.13056 4.89908  0.001
H -1.99390 -0.17553 -2.44201  0.002
H -1.80649 2.79406 -2.79301  0.003
C -2.86172 0.20687 -1.89478  0.005
C -2.67863 2.67641 -2.13382  0.005
N -2.54091 1.49776 -1.28336  0.064
H -3.14064 -0.51719 -1.12492  0.001
C -2.18354 1.58823 -0.01697  0.089
O -1.91658 0.55944 0.70965  0.061
H -2.76641 3.57134 -1.50841  0.001
H -2.17483 2.59821 0.42950  0.005
H -3.68437 0.35577 -2.60589  0.001
H -3.56133 2.57150 -2.77312  0.000
O 0.16885 -0.01070 -1.16228  0.190
C 1.31213 0.44983 -1.79964  0.017
C 0.96698 2.94803 -1.25860  0.000
C 1.81174 1.84543 -1.37417  0.001
H -0.12275 2.80337 -1.33255  0.000
C 1.52212 4.22409 -1.12272  0.000
H 2.14757 -0.25680 -1.62854  0.004
C 3.18298 1.98166 -1.24175  0.000
H 0.85967 5.09929 -1.10982  0.000
C 2.90532 4.37083 -1.06553  0.000
C 3.74854 3.25365 -1.13567  0.000
H 3.79344 1.07951 -1.30710  0.000
H 3.34362 5.37354 -1.00411  0.000
H 4.82335 3.35935 -1.15139  0.000
Si -1.74723 -4.32197 -0.76724  0.011
Cl -1.25432 -2.74652 -2.11493  0.001
C -3.38691 -3.84284 -0.00429  0.006
C -0.41285 -5.23298 0.20688  0.009
C -2.37641 -5.82274 -1.81752  0.001
H -3.44082 -2.78446 0.25985  0.001
H -3.57193 -4.42883 0.90198  0.000
H -4.19883 -4.05483 -0.71765  0.001
H -3.23452 -5.55423 -2.44409  0.000
H -2.71302 -6.62115 -1.14529  0.000
H -1.62353 -6.27118 -2.47003  0.000
H 0.10819 -4.60054 0.93180  0.003
H 0.34929 -5.66849 -0.45227  0.001
H -0.88218 -6.04327 0.77107  0.000
C 2.67911 -0.72624 2.08721  0.042
O 1.83002 -0.62270 0.97133  0.307
H 2.27316 -0.25744 2.99165  0.003
H 3.62380 -0.23119 1.81523  0.007
H 2.86798 -1.79337 2.26473  0.008

Output
E_HOMO (spin up / spin down) = -4.87 / -7.03 eV
ΔE to the lowest compared entry with this formula, charge and spin = 0.0 kJ/mol
spin multiplicity = 5

---

The following is a DFT calculation (ωB97M-V/def2-TZVPD) of a molecular structure, C26H31F3N4NiO3 at a distorted geometry.

Last column: Löwdin spin population.
Atoms and positions in Å:
Ni -0.00759 0.34357 -0.40883  1.802
C -1.52891 -1.81687 2.03579  0.007
O -0.42023 -2.36926 2.59806  0.000
O -0.98254 -0.84324 1.15225  0.020
C -2.65542 -2.87868 1.54556  0.000
F -3.62213 -2.31407 0.82001  0.000
F -2.21194 -3.94072 0.81628  0.000
F -3.34731 -3.39413 2.57873  0.000
C -0.43829 -3.18148 3.78856  0.000
C 0.92365 -3.80666 4.05407  0.000
H 1.66164 -3.07359 4.37974  0.000
H 0.80256 -4.53681 4.85428  0.000
H 1.26404 -4.32836 3.15961  0.000
H -1.22262 -3.93759 3.75343  0.000
H -0.76536 -2.55903 4.62143  0.000
H -1.94409 -1.26106 2.87651  0.001
C 1.72153 4.02512 -2.02562  0.000
C 1.78889 2.54357 -2.53373  0.008
O 1.00261 1.59857 -1.84574  0.026
H 0.69358 4.36751 -1.90653  0.000
H 2.24912 4.77391 -2.61644  0.000
H 2.08990 3.98272 -1.00064  0.000
H 2.83913 2.25228 -2.54931  0.000
H 1.57392 2.54928 -3.60231  0.001
N 1.84241 0.31828 0.79784  0.034
C 2.73762 1.38232 1.00685  0.002
C 3.89978 1.20712 1.75361  0.002
C 4.18631 -0.06873 2.31389  -0.002
C 3.34076 -1.13722 2.11760  0.001
C 2.18731 -0.87952 1.41546  0.000
H 2.39820 2.30407 0.55787  0.000
H 4.59086 2.03701 1.76340  0.000
H 5.09939 -0.21580 2.87162  0.000
H 3.48746 -2.08621 2.61186  0.000
H 1.47887 -1.69236 1.35382  0.000
N -0.58642 2.33779 0.54563  0.025
C -0.38554 2.73035 1.85760  0.001
C -0.62110 4.00132 2.41319  0.001
C -1.10947 4.98777 1.55860  -0.001
C -1.26959 4.68245 0.20542  0.001
C -1.00877 3.37610 -0.20454  0.001
H 0.04529 1.96578 2.48706  0.000
H -0.45445 4.14056 3.47113  0.000
H -1.37141 5.97760 1.90215  0.000
H -1.58913 5.46607 -0.46556  0.000
H -1.21281 3.16851 -1.24457  0.000
N 0.58953 -1.41147 -1.40616  0.036
C -0.26154 -2.46729 -1.64647  0.002
C 0.05781 -3.48899 -2.54432  0.002
C 1.23778 -3.43872 -3.28093  -0.002
C 2.12825 -2.43683 -3.05500  0.001
C 1.78088 -1.42354 -2.14391  0.001
H -1.23767 -2.40499 -1.18855  0.000
H -0.61013 -4.30886 -2.76358  0.000
H 1.52225 -4.23572 -3.95195  0.000
H 3.08405 -2.37722 -3.55430  0.000
H 2.42285 -0.56194 -2.03479  0.000
N -1.83771 0.40549 -1.75950  0.029
C -3.04373 0.24157 -1.11839  0.001
C -4.24126 0.04346 -1.73889  0.001
C -4.27213 0.05643 -3.14003  -0.001
C -3.08483 0.20615 -3.85938  0.001
C -1.88698 0.33198 -3.15920  0.001
H -3.05865 0.30078 -0.04012  0.000
H -5.13983 -0.00423 -1.14165  0.000
H -5.24742 -0.11623 -3.57062  0.000
H -3.13049 0.41435 -4.91813  0.000
H -0.92063 0.47759 -3.61897  0.000

Output
E_HOMO (spin up / spin down) = -7.13 / -7.08 eV
ΔE to the lowest compared entry with this formula, charge and spin = 202.0 kJ/mol
spin multiplicity = 3

---

The following is a DFT calculation (ωB97M-V/def2-TZVPD) of a molecular structure, C15H13Cl3GeN7OSTi.

Last column: Löwdin spin population.
Atoms and positions in Å:
Ti -0.23383 0.22507 -0.00006  1.720
C -0.91819 -0.36821 4.40531  0.001
C 0.37294 -0.31442 4.90933  0.005
C 1.43471 -0.17159 4.03647  0.001
C 1.17400 -0.07450 2.67521  0.017
N -0.07666 -0.12343 2.19061  0.015
C -1.09718 -0.27357 3.04061  0.011
C 2.23501 0.09247 1.66058  0.062
C 3.34137 0.88669 1.92688  0.006
C 4.29427 1.11294 0.94321  0.049
C 4.13705 0.54587 -0.31267  0.008
C 3.03410 -0.24908 -0.58729  0.068
C 2.04507 -0.47728 0.37837  0.220
H -1.77518 -0.48121 5.05327  0.000
H 0.55059 -0.38979 5.97389  0.000
H 2.45544 -0.14589 4.38886  0.000
H -2.08308 -0.31506 2.59399  0.002
H 3.43626 1.37359 2.89038  0.000
H 5.14667 1.74417 1.15632  0.003
H 4.87480 0.73218 -1.08284  0.000
H 2.93381 -0.69325 -1.56940  0.005
N -0.62610 -0.25710 -2.20340  0.019
N -1.96922 -0.26659 -2.60801  0.010
C -2.93667 0.29534 -1.85604  0.016
N -4.15888 0.30424 -2.41752  0.007
S -2.68318 0.98494 -0.34863  0.019
H -0.11154 0.45944 -2.71015  0.002
H -0.21490 -1.17380 -2.37986  0.005
H -2.16501 -0.54867 -3.55604  0.000
H -4.36914 -0.20273 -3.25983  0.000
H -4.92312 0.64614 -1.86287  0.000
O 0.49722 2.04595 -0.95304  0.049
N 0.43890 2.17747 0.32071  0.015
C 0.77511 3.30426 0.88595  0.019
C 0.75106 3.33049 2.31442  0.003
N 0.75593 3.32561 3.46468  0.008
C 1.21329 4.42768 0.12025  0.002
N 1.56607 5.33140 -0.49556  0.011
Cl 1.32177 -4.62881 1.06100  0.239
Ge 1.18083 -2.49932 0.29457  0.275
Cl -1.10870 -2.24046 0.16446  0.071
Cl 1.45363 -2.87783 -1.89262  0.037

Output
E_HOMO (spin up / spin down) = -6.58 / -9.11 eV
ΔE to the lowest compared entry with this formula, charge and spin = 3.0 kJ/mol
spin multiplicity = 4

---

The following is a DFT calculation (ωB97M-V/def2-TZVPD) of C22H25N3O5S in the gas phase at a distorted geometry.

Last column: Mulliken charge in e.
Atoms and positions in Å:
C 2.17527 -1.07429 4.29774  -1.532
C 1.39925 0.20541 4.24220  0.537
C 1.66579 1.22856 5.14833  -0.626
C 0.94625 2.40468 5.10174  -0.709
C -0.04819 2.59530 4.15446  -0.751
C -0.31811 1.58344 3.24542  0.570
O -1.26464 1.65735 2.25510  -0.230
C -2.16843 2.74688 2.24288  -0.721
C -3.20335 2.51728 1.14222  -0.916
C -4.01610 1.22564 1.33680  -0.885
C -3.67143 0.12407 0.34310  0.689
O -4.51568 -0.45978 -0.29548  -0.658
N -2.32978 -0.12170 0.27976  0.115
C -1.64320 -1.00745 -0.53477  0.811
C -2.28504 -1.87628 -1.42083  -0.544
C -1.53512 -2.71902 -2.21798  -0.812
C -0.15765 -2.71320 -2.11708  -0.150
S 0.80243 -3.66222 -3.27386  1.175
O 2.13352 -3.83785 -2.78327  -0.683
O 0.08245 -4.79796 -3.75610  -0.708
N 0.87673 -2.58396 -4.60665  -0.258
C 1.08565 -1.25816 -4.29883  -0.083
O 0.05363 -0.39569 -4.44113  -0.180
N 0.46357 0.84181 -4.04731  -0.733
C 1.70716 0.73894 -3.66172  0.792
C 2.47412 1.90609 -3.16230  -1.281
C 2.17676 -0.59901 -3.79812  0.763
C 3.53736 -1.11632 -3.49843  -1.451
C 0.49613 -1.86774 -1.23996  -0.601
C -0.24607 -1.01377 -0.45097  -0.495
C 0.40451 0.39266 3.29960  -0.159
H 3.24081 -0.87470 4.19461  0.359
H 1.86900 -1.75406 3.50717  0.344
H 2.02257 -1.56552 5.25777  0.337
H 2.43821 1.09518 5.89068  0.416
H 1.15553 3.19358 5.80871  0.377
H -0.59282 3.52564 4.13609  0.393
H -1.62780 3.68291 2.04909  0.421
H -2.66786 2.82430 3.21796  0.463
H -3.87364 3.37713 1.14655  0.391
H -2.69796 2.50082 0.17490  0.440
H -5.08251 1.42276 1.22800  0.359
H -3.85177 0.82888 2.34130  0.378
H -1.75043 0.43093 0.90726  0.039
H -3.36028 -1.86938 -1.48359  0.555
H -2.00517 -3.39430 -2.91523  0.465
H 0.06240 -2.72213 -5.18926  0.445
H 1.84724 2.79183 -3.18893  0.378
H 3.35496 2.06552 -3.78159  0.320
H 2.80563 1.72596 -2.14075  0.307
H 3.50374 -2.19414 -3.36950  0.344
H 3.92321 -0.65366 -2.59175  0.351
H 4.21886 -0.87926 -4.31537  0.372
H 1.57250 -1.89862 -1.18861  0.600
H 0.24990 -0.33254 0.22487  0.506
H 0.16792 -0.39087 2.59508  0.350

Output
E_HOMO = -8.91 eV
ΔE to the lowest compared entry with this formula, charge and spin = 340.4 kJ/mol

---

The following is a DFT calculation (ωB97M-V/def2-TZVPD) of 2 unconnected molecules or ions with the total composition C5H14NO.

Last column: Mulliken charge in e.
Atoms and positions in Å:
C 1.56667 0.05182 0.41817  -0.566
N 1.54029 -0.86946 -0.72381  -0.167
C 2.66806 -1.76070 -0.67492  -0.970
C 0.26367 -1.60845 -0.72404  -0.729
H 2.39148 0.75555 0.24260  0.308
H 1.74030 -0.47824 1.36810  0.257
H 0.60313 0.56031 0.47379  0.090
H 2.65187 -2.46134 -1.51634  0.297
H 3.61886 -1.22901 -0.68892  0.298
H 2.64039 -2.40329 0.22772  0.363
H 0.19225 -2.16340 -1.67064  0.275
H -0.57965 -0.91079 -0.60153  0.213
H 0.27695 -2.38207 0.06026  0.277
C -2.24958 1.30160 0.05274  -0.332
O -1.69740 0.25635 0.69863  -0.831
C -2.15492 2.61777 0.87931  -1.049
H -3.32182 1.20627 -0.25077  0.271
H -1.70863 1.55932 -0.90430  0.176
H -2.53689 3.48658 0.32480  0.335
H -1.09963 2.76230 1.13406  0.235
H -2.65036 2.50927 1.84959  0.248

Output
charge = -1
E_HOMO = -2.56 eV
ΔE to the lowest compared entry with this formula, charge and spin = 92.4 kJ/mol